Entry 1:
Here is a cluster of 9 separate species, C42H84F18N3O30S6 in total at a distorted geometry from the Open Molecules 2025 dataset. Energies are from wB97M-V/def2-TZVPD.

Each line ends with the Löwdin charge.
Cartesian coordinates (Å):
1 C -1.31502 -2.15383 -2.05749  -0.61
2 F -2.15534 -1.21723 -2.52834  0.12
3 F -1.93244 -3.32460 -1.85326  0.12
4 F -0.39634 -2.31305 -3.03149  0.11
5 S -0.53166 -1.69288 -0.33656  0.70
6 O -1.67853 -1.58909 0.62078  -0.32
7 O 0.48927 -2.67739 -0.10020  -0.30
8 N 0.12212 -0.15995 -0.82336  -0.28
9 S 1.30491 -0.01535 0.21649  0.58
10 O 1.13105 -0.52623 1.55680  -0.34
11 O 2.62240 -0.38392 -0.39228  -0.35
12 C 1.32699 1.93261 0.19408  -0.58
13 F 0.09092 2.37835 0.46637  0.12
14 F 2.21871 2.42429 1.07571  0.10
15 F 1.64590 2.25634 -1.12198  0.06
16 C -4.95179 0.06900 -3.88458  -0.60
17 F -3.87685 0.11866 -4.64262  0.14
18 F -5.91029 -0.79609 -4.40828  0.09
19 F -4.53609 -0.39264 -2.65820  0.09
20 S -5.64514 1.79169 -3.65548  0.71
21 O -6.26753 2.14067 -4.96611  -0.35
22 O -6.47814 1.72330 -2.47387  -0.30
23 N -4.13574 2.67459 -3.32637  -0.27
24 S -4.64284 4.11454 -3.44839  0.50
25 O -4.71594 4.56527 -4.82977  -0.35
26 O -5.77641 4.48647 -2.60324  -0.34
27 C -3.11037 5.07400 -2.72849  -0.63
28 F -3.40509 6.32330 -2.28395  0.10
29 F -2.58579 4.35840 -1.73065  0.12
30 F -2.24043 5.11051 -3.74122  0.10
31 C -5.03964 -4.03549 0.55316  -0.59
32 F -3.77282 -3.85811 0.16266  0.11
33 F -5.01343 -4.06070 1.91048  0.09
34 F -5.76121 -2.97446 0.06324  0.11
35 S -5.72891 -5.72682 -0.14680  0.74
36 O -7.14723 -5.55830 0.18654  -0.33
37 O -5.34975 -5.63816 -1.60880  -0.35
38 N -4.76072 -6.85088 0.78274  -0.29
39 S -4.58752 -8.05051 -0.21472  0.55
40 O -5.81733 -8.50303 -0.95278  -0.36
41 O -3.43288 -8.18154 -1.06624  -0.32
42 C -4.40346 -9.43119 1.05412  -0.66
43 F -3.30846 -9.29464 1.83538  0.10
44 F -5.35674 -9.27724 1.97001  0.09
45 F -4.56483 -10.63100 0.46663  0.11
46 C 5.27001 -2.30484 -1.59902  -0.12
47 O 4.32789 -3.27942 -1.94841  -0.17
48 C 3.67114 -2.96044 -3.15107  -0.17
49 C 2.81438 -4.19432 -3.69622  -0.16
50 O 2.05481 -4.81839 -2.68635  -0.17
51 C 0.95888 -5.58056 -3.00349  -0.16
52 C 0.29328 -6.19351 -1.57963  -0.07
53 O 1.20914 -6.89884 -0.68792  -0.18
54 C 0.72459 -7.22964 0.48770  -0.18
55 H 6.15841 -2.18508 -2.21912  0.07
56 H 5.67581 -2.67200 -0.65636  0.09
57 H 4.72764 -1.37072 -1.45281  0.07
58 H 4.29652 -2.50302 -3.91772  0.11
59 H 3.09202 -2.09243 -2.83596  0.11
60 H 3.42130 -4.91998 -4.23768  0.10
61 H 2.13399 -3.74281 -4.41823  0.11
62 H 1.27473 -6.34649 -3.71180  0.10
63 H 0.27171 -4.94645 -3.56367  0.11
64 H -0.41253 -6.94785 -1.92732  0.11
65 H -0.32429 -5.39521 -1.16800  0.10
66 H 0.18027 -6.32075 0.74409  0.09
67 H 1.51738 -7.50051 1.18500  0.09
68 H -0.07145 -7.97277 0.44122  0.08
69 C -7.18605 -1.22639 2.92652  -0.14
70 O -6.38705 -0.37064 2.09947  -0.15
71 C -5.05547 -0.47052 2.69257  -0.17
72 C -4.14092 0.18805 1.56443  -0.15
73 O -4.45956 1.54316 1.30915  -0.13
74 C -4.31556 2.49923 2.37819  -0.13
75 C -4.91274 3.89935 1.91974  -0.22
76 O -6.15880 3.72504 1.35270  -0.16
77 C -6.75616 4.96958 1.08212  -0.10
78 H -7.03056 -1.10322 3.99832  0.08
79 H -7.33711 -2.28269 2.70402  0.08
80 H -8.24291 -0.99654 2.79112  0.07
81 H -4.78748 -1.50931 2.88544  0.11
82 H -4.97775 0.06562 3.63841  0.10
83 H -4.20293 -0.52240 0.74010  0.11
84 H -3.06718 0.26475 1.73563  0.11
85 H -3.25430 2.58835 2.61031  0.09
86 H -4.84624 2.11608 3.24978  0.11
87 H -4.22662 4.30520 1.17636  0.12
88 H -4.82668 4.65660 2.69901  0.11
89 H -6.25735 5.31570 0.17687  0.09
90 H -6.66180 5.62250 1.94982  0.07
91 H -7.81794 4.76387 0.94642  0.09
92 C 4.40085 5.18956 2.70404  -0.12
93 O 4.99846 6.34200 2.17583  -0.16
94 C 4.03824 7.32844 1.83040  -0.19
95 C 4.84547 8.61748 2.05319  -0.16
96 O 5.52108 8.95308 0.80093  -0.12
97 C 6.23223 10.14850 0.89254  -0.24
98 C 7.05481 10.30429 -0.36068  -0.23
99 O 8.00468 9.31590 -0.39927  -0.16
100 C 9.25173 9.55352 -0.96655  -0.12
101 H 5.27120 4.56290 2.89867  0.09
102 H 3.75982 4.58425 2.06312  0.08
103 H 3.93479 5.21625 3.68901  0.09
104 H 3.11199 7.40664 2.39964  0.13
105 H 3.74708 7.38410 0.78148  0.13
106 H 5.48279 8.54509 2.93449  0.13
107 H 4.14410 9.43520 2.21910  0.11
108 H 6.84439 10.16261 1.79430  0.13
109 H 5.61517 11.04702 0.89215  0.12
110 H 7.62760 11.20680 -0.14741  0.12
111 H 6.35833 10.33582 -1.19854  0.14
112 H 9.79633 10.17463 -0.25540  0.08
113 H 9.26707 10.11242 -1.90224  0.08
114 H 9.89635 8.70773 -1.20565  0.09
115 C -4.06773 -0.10383 -7.76386  -0.06
116 O -2.90029 0.60045 -8.25697  -0.19
117 C -3.12411 1.87919 -8.77368  -0.23
118 C -1.77580 2.56822 -9.01235  -0.16
119 O -0.78374 2.43945 -7.94376  -0.15
120 C -0.96296 3.32256 -6.85878  -0.18
121 C 0.12056 2.95782 -5.78139  -0.15
122 O -0.00238 1.54564 -5.37593  -0.18
123 C 0.89863 1.13351 -4.34897  -0.09
124 H -4.65215 -0.34122 -8.65279  0.07
125 H -4.58281 0.57755 -7.08673  0.08
126 H -3.82432 -1.07459 -7.33205  0.09
127 H -3.69504 2.46809 -8.05580  0.12
128 H -3.68309 1.84620 -9.70885  0.12
129 H -1.97054 3.62216 -9.21077  0.11
130 H -1.25676 2.23656 -9.91163  0.11
131 H -1.97126 3.04073 -6.55547  0.13
132 H -0.82202 4.38234 -7.07108  0.12
133 H 0.17734 3.74722 -5.03191  0.11
134 H 1.09003 3.05081 -6.27085  0.11
135 H 0.67979 0.10413 -4.06508  0.08
136 H 0.80831 1.82064 -3.50767  0.07
137 H 1.92141 1.27952 -4.69644  0.08
138 C 4.54156 -6.83845 -2.26958  -0.01
139 O 4.80357 -6.46796 -0.83260  -0.16
140 C 5.99257 -6.74641 -0.23902  -0.28
141 C 6.00810 -6.37401 1.22768  -0.11
142 O 4.78316 -5.63035 1.66344  -0.11
143 C 4.59892 -5.39618 2.99924  -0.26
144 C 4.00358 -4.03986 3.34089  -0.21
145 O 2.74043 -4.01436 2.67446  -0.18
146 C 1.81775 -3.05247 3.24893  -0.07
147 H 5.08077 -6.29921 -3.04840  0.07
148 H 3.45390 -6.85669 -2.33854  0.08
149 H 4.99855 -7.80644 -2.47513  0.07
150 H 6.80143 -6.29702 -0.81511  0.11
151 H 6.12941 -7.82574 -0.30555  0.11
152 H 6.97134 -5.99629 1.57063  0.11
153 H 5.87852 -7.32481 1.74470  0.11
154 H 5.49744 -5.49402 3.60849  0.12
155 H 3.80478 -6.07751 3.30457  0.13
156 H 4.63653 -3.23098 2.97592  0.12
157 H 3.80332 -4.00287 4.41170  0.11
158 H 2.42027 -2.14873 3.34018  0.07
159 H 1.40602 -3.35866 4.21061  0.08
160 H 1.12649 -2.65286 2.50692  0.06
161 C -1.36623 2.78988 4.71894  -0.05
162 O 0.10946 2.81667 4.77006  -0.19
163 C 0.94102 1.74076 4.29658  -0.17
164 C 1.71046 1.12949 5.45927  -0.25
165 O 0.92842 0.61665 6.45689  -0.11
166 C 1.67032 0.22518 7.65079  -0.15
167 C 0.73559 -0.18260 8.79720  -0.21
168 O -0.09533 0.89769 9.16576  -0.16
169 C -1.06290 0.55432 10.11883  -0.14
170 H -1.73465 2.12128 5.49699  0.09
171 H -1.71980 2.53337 3.72030  0.05
172 H -1.84125 3.76585 4.81863  0.08
173 H 1.61486 2.05888 3.50105  0.11
174 H 0.42640 0.90652 3.81981  0.12
175 H 2.23782 1.99477 5.86086  0.12
176 H 2.47210 0.39002 5.21195  0.13
177 H 2.45739 0.92296 7.93667  0.12
178 H 2.26564 -0.65611 7.41201  0.12
179 H 1.26714 -0.65754 9.62182  0.12
180 H 0.08201 -0.98325 8.45091  0.12
181 H -0.71241 0.07256 11.03161  0.08
182 H -1.81814 -0.13899 9.74864  0.08
183 H -1.66807 1.38310 10.48627  0.08

2S+1: 1
Charge: -3

---

Entry 2:
Here is a cluster of 6 separate species, C42H84O10 in total at a distorted geometry from the Open Molecules 2025 dataset. Energies are from wB97M-V/def2-TZVPD.

Each line ends with the Löwdin charge.
Cartesian coordinates (Å):
1 C -5.99565 7.59861 0.69040  -0.15
2 C -6.28880 8.00451 -0.87241  -0.27
3 C -4.91731 8.21819 -1.75133  -0.23
4 C -3.76463 7.07495 -1.52275  -0.22
5 C -4.27146 5.52745 -1.71788  -0.22
6 C -4.59647 5.09330 -3.26544  -0.22
7 C -3.26258 4.67465 -4.14992  -0.22
8 C -2.29016 3.57264 -3.41621  -0.21
9 C -1.62212 2.46809 -4.46746  -0.21
10 C -2.32064 0.98276 -4.38988  -0.22
11 C -1.98203 0.13475 -3.02288  -0.22
12 C -0.83077 -1.01977 -3.19352  -0.20
13 C 0.15301 -1.21890 -1.89746  -0.20
14 C -0.49794 -2.20694 -0.71528  -0.17
15 C 0.55259 -2.09842 0.55924  -0.18
16 C -0.13020 -1.59905 1.96032  -0.11
17 C -0.44584 0.01945 2.03936  -0.23
18 O -0.85094 0.62820 0.76561  -0.18
19 C -2.18294 1.24592 0.82735  -0.18
20 C -3.42162 0.24295 0.38346  -0.15
21 C -3.92387 -0.77690 1.56333  -0.09
22 C -3.84898 -2.37655 1.08098  -0.24
23 O -4.19509 -2.77938 -0.17225  -0.05
24 O -3.44766 -3.47250 2.01049  -0.05
25 C 0.75237 0.87441 2.83432  -0.21
26 C 2.19719 0.85287 2.07105  -0.17
27 O 2.15481 0.99133 0.61057  -0.20
28 C 3.57359 0.95203 0.18064  -0.19
29 C 3.98249 -0.49220 -0.55676  -0.22
30 C 5.51968 -0.48344 -1.12689  -0.13
31 O 0.27916 2.20679 3.25374  -0.21
32 C 0.54962 3.24211 2.24754  -0.12
33 H -4.94781 8.05857 0.98825  0.08
34 H -5.91521 6.43893 0.82471  0.06
35 H -6.80313 7.99644 1.44265  0.07
36 H -6.94960 7.16885 -1.37977  0.11
37 H -6.89404 9.03117 -0.85497  0.11
38 H -4.53592 9.32062 -1.49777  0.12
39 H -5.16964 8.24571 -2.91637  0.11
40 H -3.38475 7.17668 -0.40565  0.10
41 H -2.82969 7.29487 -2.20524  0.11
42 H -3.49483 4.79608 -1.21736  0.10
43 H -5.28047 5.39413 -1.10297  0.10
44 H -5.32957 4.16386 -3.23256  0.11
45 H -5.20983 5.97313 -3.75426  0.11
46 H -2.71131 5.69292 -4.41748  0.11
47 H -3.67315 4.24131 -5.18051  0.11
48 H -1.36301 4.15690 -2.94903  0.12
49 H -2.90487 3.02927 -2.57887  0.10
50 H -1.84278 2.89352 -5.55999  0.11
51 H -0.45030 2.40788 -4.36050  0.11
52 H -3.49855 1.17622 -4.36874  0.11
53 H -2.14149 0.31211 -5.34999  0.12
54 H -1.78726 0.87800 -2.13147  0.10
55 H -2.98928 -0.44006 -2.73981  0.11
56 H -0.13148 -0.66948 -4.09489  0.11
57 H -1.39491 -2.02218 -3.50766  0.12
58 H 1.13044 -1.78768 -2.27715  0.11
59 H 0.51247 -0.22567 -1.38863  0.11
60 H -1.54706 -1.80348 -0.38924  0.08
61 H -0.59929 -3.32897 -1.07556  0.12
62 H 1.50072 -1.50283 0.22011  0.08
63 H 0.92482 -3.21652 0.75082  0.12
64 H 0.62041 -1.82216 2.85804  0.12
65 H -1.12010 -2.20756 2.23308  0.11
66 H -1.39027 0.11495 2.76394  0.14
67 H -2.17951 2.11521 0.00857  0.13
68 H -2.40488 1.81337 1.85368  0.14
69 H -3.20301 -0.39718 -0.57121  0.08
70 H -4.32841 0.95975 0.10405  0.12
71 H -3.44212 -0.60327 2.61535  0.12
72 H -5.09113 -0.57019 1.70484  0.12
73 H -2.65315 -3.93208 1.58208  0.11
74 H 0.90910 0.26245 3.84862  0.17
75 H 2.74848 -0.16119 2.32485  0.14
76 H 2.85804 1.70895 2.57638  0.13
77 H 4.31929 1.02628 1.10968  0.11
78 H 3.85873 1.85027 -0.52601  0.14
79 H 3.93793 -1.34416 0.27807  0.11
80 H 3.16550 -0.77691 -1.35132  0.09
81 H 5.90406 0.63708 -1.04381  0.08
82 H 6.17891 -1.22651 -0.50611  0.08
83 H 5.47372 -0.85012 -2.25145  0.08
84 H -0.09308 4.22365 2.46401  0.11
85 H 1.68393 3.60226 2.34147  0.10
86 H 0.39656 2.90779 1.13540  0.11
87 C 6.15212 -4.66633 -2.65088  -0.03
88 C 4.70875 -4.34844 -2.36481  -0.48
89 C 3.90415 -5.38272 -1.62407  -0.02
90 O 4.20618 -3.28440 -2.72276  0.03
91 H 6.60779 -3.82957 -3.19088  0.08
92 H 6.69309 -4.81332 -1.71276  0.06
93 H 6.21886 -5.56224 -3.27329  0.09
94 H 4.34501 -5.56162 -0.64017  0.08
95 H 3.87078 -6.31054 -2.20070  0.09
96 H 2.88061 -5.01741 -1.48833  0.08
97 C -2.06616 -8.58608 0.57336  -0.03
98 C -1.85732 -7.17293 0.09840  -0.49
99 C -3.08377 -6.33839 -0.15693  -0.03
100 O -0.72780 -6.71776 -0.07451  0.04
101 H -1.09333 -9.06842 0.71596  0.08
102 H -2.59800 -8.58230 1.52806  0.09
103 H -2.62990 -9.14976 -0.17429  0.09
104 H -3.66095 -6.23449 0.76529  0.09
105 H -3.69284 -6.80194 -0.93706  0.09
106 H -2.78061 -5.34168 -0.49484  0.07
107 C -6.32545 1.60715 4.37899  -0.02
108 C -5.43954 2.25404 3.34802  -0.47
109 C -4.75697 3.54051 3.72867  -0.02
110 O -5.27971 1.75069 2.23716  0.03
111 H -6.75117 0.68675 3.96543  0.09
112 H -5.73943 1.35377 5.26595  0.09
113 H -7.14287 2.28290 4.64298  0.09
114 H -4.10105 3.37323 4.58670  0.09
115 H -5.50449 4.30236 3.96373  0.09
116 H -4.15053 3.89233 2.88726  0.08
117 C 9.07965 -7.55931 0.03532  -0.02
118 C 7.63628 -7.24143 0.32140  -0.48
119 C 6.83168 -8.27571 1.06213  -0.02
120 O 7.13371 -6.17738 -0.03655  0.04
121 H 9.53532 -6.72256 -0.50468  0.09
122 H 9.62063 -7.70631 0.97344  0.09
123 H 9.14640 -8.45522 -0.58709  0.09
124 H 7.27254 -8.45461 2.04603  0.09
125 H 6.79831 -9.20352 0.48551  0.09
126 H 5.80814 -7.91040 1.19788  0.08
127 C 6.18035 1.21979 3.51295  -0.03
128 C 7.06627 1.86668 2.48198  -0.49
129 C 7.74884 3.15315 2.86264  -0.03
130 O 7.22609 1.36333 1.37113  0.04
131 H 5.75463 0.29939 3.09940  0.08
132 H 6.76637 0.96641 4.39992  0.09
133 H 5.36294 1.89554 3.77694  0.08
134 H 8.40475 2.98587 3.72066  0.09
135 H 7.00132 3.91501 3.09769  0.09
136 H 8.35527 3.50498 2.02123  0.09

Structure (SMILES): CCCCCCCCCCCCCCCC[C@H](OCCCC(=O)O)[C@@H](COCCC)OC.CC(C)=O.CC(C)=O.CC(C)=O.CC(C)=O.CC(C)=O
2S+1: 1

---

Computed electronic energy, in the same sequence as the records: -8258.200684 -2402.578597 a.u..
Computed LUMO level, in the same sequence as the records: 3.78 0.52 eV.
Computed HOMO energy, in the same sequence as the records: -3.1 -8.9 eV.